The following is a DFT calculation (the ωB97M-V functional and the def2-TZVPD basis) of a 3-piece molecular cluster, C15H41BN3O7P2 overall in a non-equilibrium geometry.

The HOMO-LUMO gap comes out at 6.2 eV. Its spin multiplicity is 1. The calculation puts the energy at -54271.9021 eV. Its total charge is -1. The value obtained for the LUMO energy is 0.08007 hartree.

Last column: natural (NBO) charge in e.
Positions of all 69 atoms, in Å:
C -5.3989 0.6111 0.3561  -0.549
C -4.7681 1.0962 -0.9034  -0.093
C -3.7227 0.2630 -1.8513  -0.654
B -4.1785 -1.3207 -2.1251  -0.766
P -2.6238 -2.3959 -1.7930  1.162
N -2.6199 -3.8240 -2.5469  -1.353
P -5.0023 -1.5265 -3.8333  2.088
O -4.7601 -0.2921 -4.8366  -1.129
O -4.5727 -2.9616 -4.7160  -0.984
O -6.7663 -1.5891 -3.6268  -0.997
H -5.0957 1.1481 1.3693  0.193
H -6.2170 -0.2461 0.3857  0.219
H -5.0278 2.2191 -1.2167  0.182
H -3.5116 0.8571 -2.8548  0.248
H -2.6737 0.2486 -1.2801  0.233
H -4.9837 -1.6077 -1.2862  0.061
H -2.5997 -2.6631 -0.3620  -0.081
H -1.4536 -1.6356 -2.1523  -0.081
H -1.7351 -3.7983 -3.1396  0.335
H -4.9122 -2.9118 -5.6747  0.486
H -7.0812 -2.5256 -3.8869  0.479
C -0.0801 0.2604 -3.4236  -0.253
O -0.1484 0.6539 -2.0580  -0.554
C 0.9682 0.2151 -1.2777  -0.076
C 1.8964 1.3906 -0.9290  -0.243
N 2.6163 1.8662 -2.1099  -0.630
C 3.2682 3.1740 -1.9332  -0.248
C 2.3875 4.3794 -1.5408  -0.085
O 1.4994 4.8194 -2.5667  -0.551
C 0.3129 4.0465 -2.6954  -0.247
H -1.0657 0.4204 -3.8718  0.218
H 0.6367 0.8734 -3.9728  0.147
H 0.1786 -0.7974 -3.5248  0.176
H 1.5152 -0.6019 -1.7606  0.176
H 0.5527 -0.1797 -0.3426  0.200
H 2.6239 1.0657 -0.1742  0.183
H 1.2760 2.1764 -0.4904  0.169
H 1.9705 1.9452 -2.8908  0.356
H 3.7522 3.4107 -2.8894  0.200
H 4.0708 3.0634 -1.1949  0.185
H 3.0638 5.2229 -1.3578  0.184
H 1.8498 4.2259 -0.5998  0.164
H -0.0515 3.6832 -1.7329  0.179
H 0.4849 3.2214 -3.3850  0.161
H -0.4613 4.6782 -3.1399  0.190
C 2.4307 0.4288 6.2064  -0.244
O 3.3438 0.3282 5.1200  -0.553
C 4.1644 -0.8434 5.1664  -0.069
C 3.7372 -1.8616 4.0960  -0.244
N 2.4500 -2.4714 4.4278  -0.630
C 1.8240 -3.2031 3.3146  -0.251
C 1.5295 -2.4316 2.0106  -0.089
O 0.4909 -1.4602 2.1220  -0.540
C 0.8910 -0.2296 2.7114  -0.248
H 2.0324 1.4481 6.2208  0.193
H 1.5890 -0.2536 6.0755  0.159
H 2.9223 0.2357 7.1642  0.169
H 4.1878 -1.2931 6.1650  0.174
H 5.1842 -0.5131 4.9345  0.182
H 4.4973 -2.6499 4.0225  0.189
H 3.6993 -1.3326 3.1402  0.172
H 1.8006 -1.7492 4.7275  0.351
H 0.8708 -3.5913 3.6960  0.208
H 2.4459 -4.0749 3.0806  0.189
H 1.1668 -3.1651 1.2805  0.204
H 2.4269 -1.9927 1.5632  0.159
H 1.9126 0.0454 2.4435  0.170
H 0.7715 -0.2841 3.7924  0.154
H 0.2188 0.5559 2.3550  0.195

Atomic forces in eV per Å
C 0.718 0.725 -1.818
C -0.505 -0.468 1.506
C -0.493 1.443 -0.241
B 0.447 0.968 1.195
P -0.514 -1.739 -0.857
N 2.119 0.527 -0.670
P -0.892 2.807 -5.364
O -0.720 -3.808 3.149
O -1.758 1.593 -0.235
O 1.883 -2.605 -0.938
H -1.847 -0.262 -2.346
H 2.976 0.953 0.092
H 1.784 -1.924 1.326
H -0.601 -1.151 2.042
H -2.319 0.351 -0.829
H -0.164 -0.391 -0.003
H 0.327 0.893 -0.445
H -0.431 -0.072 0.750
H -1.517 -0.462 0.831
H 0.678 0.419 2.205
H 0.845 2.159 0.701
C -0.424 0.210 0.136
O 0.592 -0.327 -0.225
C -0.192 0.497 0.532
C -0.174 -0.453 -0.553
N -0.007 0.419 0.067
C -0.316 -0.153 -0.235
C 0.349 0.137 -0.336
O 0.138 -0.136 0.463
C 0.038 0.301 -0.285
H 0.087 -0.048 0.184
H 0.189 -0.066 -0.155
H 0.050 0.043 -0.013
H -0.014 0.151 -0.150
H 0.052 -0.002 -0.070
H -0.043 0.028 -0.049
H -0.111 -0.043 0.196
H 0.111 -0.115 0.245
H -0.054 0.065 0.172
H -0.097 0.042 0.072
H -0.059 -0.061 -0.098
H -0.141 -0.169 -0.060
H 0.054 -0.118 -0.018
H -0.191 -0.236 0.099
H 0.155 0.039 0.092
C 0.076 0.291 -0.350
O -0.028 -0.294 0.590
C 0.155 -0.065 -0.754
C -0.233 0.218 0.633
N -0.068 0.093 -0.244
C -0.156 0.268 0.121
C -0.399 -0.373 0.081
O 0.540 0.009 -0.018
C -0.490 -0.177 -0.212
H 0.135 -0.140 -0.086
H -0.066 -0.104 0.190
H -0.021 -0.062 -0.016
H -0.222 0.027 -0.049
H -0.097 -0.048 0.018
H -0.070 0.080 0.004
H 0.197 0.085 -0.079
H 0.233 -0.153 -0.082
H 0.137 0.039 -0.161
H 0.025 0.100 -0.070
H -0.044 0.107 0.120
H 0.071 0.166 0.131
H 0.093 -0.046 0.090
H 0.209 0.180 0.165
H 0.014 -0.162 -0.085